Entry i
ORCA calculation (ωB97M-V with the def2-TZVPD basis set) on a cluster of 2 separate species, NO4S2 in total.

The calculation puts the HOMO-LUMO gap (alpha / beta) at 6.230 / 6.171 eV. The spin multiplicity is 1. The net charge is -1.

Each line ends with the Mulliken charge.
Element x y z (Å)
1 N -1.169 -0.158 0.551  0.70
2 O 1.175 1.332 0.499  -0.50
3 O -1.933 0.516 -0.052  -0.54
4 O -1.439 -1.226 1.112  -0.53
5 O 1.280 -1.135 0.702  -0.56
6 S 1.347 0.632 -2.819  -0.21
7 S 0.739 0.038 0.006  0.64

Entry ii
ORCA calculation (ωB97M-V with the def2-TZVPD basis set) on a cluster of 2 separate species, NO4S2 in total.

The calculation puts the HOMO-LUMO gap (alpha / beta) at 5.072 / 7.008 eV. The spin multiplicity is 1. The net charge is -1.

Each line ends with the Mulliken charge.
Element x y z (Å)
1 N -0.625 -1.396 -0.105  0.53
2 O -0.956 2.178 -0.441  -0.47
3 O -1.429 -1.311 0.825  -0.38
4 O -0.066 -2.430 -0.414  -0.46
5 O 0.911 1.795 1.059  -0.44
6 S 1.689 1.843 -1.762  -0.44
7 S 0.318 1.518 -0.197  0.65

Which of them is most stable? Easy: entry ii.

Entry i
ORCA calculation (ωB97M-V with the def2-TZVPD basis set) on a cluster of 3 separate species, C4H11N2O2 in total.

The calculation puts the HOMO-LUMO gap at 5.612 eV. The spin multiplicity is 1. The net charge is +1.

Each line ends with the Mulliken charge.
Element x y z (Å)
1 O -0.859 -0.149 2.066  -0.42
2 C -0.022 0.257 1.260  0.03
3 O 2.324 1.440 -0.635  -0.80
4 C 0.522 -0.913 0.315  -0.05
5 C -0.101 0.374 -0.328  -0.85
6 C -1.596 0.471 -0.700  -0.50
7 N -2.231 -0.689 -0.070  -0.51
8 N 1.832 -1.059 0.293  -0.10
9 H 0.725 0.919 1.690  0.51
10 H -0.148 -1.751 0.408  0.54
11 H 0.385 -0.223 -1.822  0.58
12 H 0.635 1.200 -0.585  0.59
13 H -1.702 0.420 -1.790  0.35
14 H -2.139 1.325 -0.279  0.32
15 H -3.134 -0.959 -0.429  0.23
16 H -2.092 -0.578 1.049  0.26
17 H 2.288 -0.179 -0.024  0.31
18 H 2.274 -1.974 0.362  0.30
19 H 3.040 2.067 -0.782  0.21

Entry ii
ORCA calculation (ωB97M-V with the def2-TZVPD basis set) on the ion C4H11N2O2 with charge +1.

The calculation puts the HOMO-LUMO gap at 10.406 eV. The spin multiplicity is 1. The net charge is +1.

Each line ends with the Mulliken charge.
Element x y z (Å)
1 N -1.792 -0.997 -1.803  -0.23
2 C -0.935 -0.223 -0.814  -0.69
3 C 0.423 -0.849 -0.898  0.67
4 O 0.586 -1.802 -1.650  -0.69
5 N 1.326 -0.778 0.116  -0.20
6 C 1.579 0.472 0.903  -0.61
7 C 0.559 1.101 1.847  -0.47
8 O -0.411 1.734 0.986  -0.49
9 H -1.151 -1.496 -2.445  0.35
10 H -2.284 -0.295 -2.354  0.37
11 H -2.361 -1.688 -1.339  0.34
12 H -0.901 0.801 -1.168  0.36
13 H -1.331 -0.381 0.178  0.31
14 H 2.117 -1.397 0.060  0.28
15 H 2.303 0.220 1.691  0.36
16 H 2.042 1.158 0.199  0.33
17 H 1.084 1.914 2.347  0.38
18 H 0.203 0.349 2.564  0.33
19 H -1.056 2.157 1.580  0.29

Which of them is most stable? Easy: entry ii.

Entry i
ORCA calculation (ωB97M-V with the def2-TZVPD basis set) on a cluster of 2 separate species, C7H12ClN in total.

The calculation puts the HOMO-LUMO gap at 10.156 eV. The spin multiplicity is 1.

Each line ends with the Mulliken charge.
Element x y z (Å)
1 H -1.030 -1.810 -1.450  0.28
2 N -0.918 -0.922 -1.724  -0.68
3 C -1.134 -0.162 -0.768  0.58
4 Cl -1.788 -0.839 0.854  -0.26
5 C -1.448 1.315 -0.886  -0.68
6 C -1.290 1.971 0.400  -0.05
7 C -2.285 1.951 1.252  -0.70
8 H -0.710 1.674 -1.564  0.29
9 H -2.440 1.264 -1.216  0.33
10 H -0.317 2.356 0.728  0.28
11 H -1.981 2.207 2.277  0.23
12 H -3.245 1.544 1.108  0.38
13 C 1.305 -0.368 -0.313  -0.91
14 C 1.080 -0.953 0.844  0.08
15 C 0.718 -2.483 0.944  -0.95
16 H 1.410 -1.009 -1.274  0.23
17 H 1.869 0.593 -0.309  0.34
18 H 1.237 -0.540 1.832  0.35
19 H -0.268 -2.487 1.218  0.33
20 H 1.273 -2.969 1.748  0.36
21 H 0.939 -2.829 -0.183  0.20

Entry ii
ORCA calculation (ωB97M-V with the def2-TZVPD basis set) on an isolated molecule of C7H12ClN.

The calculation puts the HOMO-LUMO gap at 10.256 eV. The spin multiplicity is 1.

Each line ends with the Mulliken charge.
Element x y z (Å)
1 C -0.773 -2.075 -0.548  -1.27
2 C -0.740 -0.714 0.232  0.00
3 N -1.585 0.325 -0.248  -0.29
4 Cl -3.169 -0.135 0.319  -0.16
5 C -1.172 1.536 0.309  -0.55
6 C 0.304 1.547 0.114  -0.62
7 C 0.782 0.922 -1.231  -0.69
8 C 0.834 0.161 0.069  0.84
9 C 2.054 -0.354 0.794  -1.59
10 H 0.223 -2.553 -0.724  0.31
11 H -1.041 -1.887 -1.585  0.34
12 H -1.380 -2.816 0.059  0.32
13 H -0.858 -0.811 1.326  0.61
14 H -1.301 1.797 1.426  0.33
15 H -1.581 2.320 -0.427  0.32
16 H 0.775 2.256 0.665  0.49
17 H 0.006 0.577 -1.797  0.27
18 H 1.756 1.248 -1.790  0.24
19 H 1.879 -0.366 1.872  0.32
20 H 2.695 0.423 0.667  0.51
21 H 2.292 -1.403 0.496  0.27

Which of them is most stable? Easy: entry ii.

Entry i
ORCA calculation (ωB97M-V with the def2-TZVPD basis set) on an isolated molecule of C3H4N2S2.

The calculation puts the HOMO-LUMO gap (alpha / beta) at 7.569 / 7.568 eV. The spin multiplicity is 1.

Each line ends with the Mulliken charge.
Element x y z (Å)
1 C 0.518 1.903 0.163  -0.38
2 C 2.323 -0.045 0.372  0.02
3 C 0.085 -0.439 0.104  0.05
4 N 1.281 -0.755 0.154  -0.22
5 N -2.643 -1.126 0.021  -0.56
6 S 2.133 1.691 0.316  0.00
7 S -1.133 -0.828 -0.980  -0.01
8 H 0.027 2.942 0.169  0.26
9 H 3.425 -0.502 0.461  0.29
10 H -3.220 -0.668 -0.719  0.28
11 H -2.794 -2.171 -0.062  0.27

Entry ii
ORCA calculation (ωB97M-V with the def2-TZVPD basis set) on an isolated molecule of C3H4N2S2.

The calculation puts the HOMO-LUMO gap at 8.442 eV. The spin multiplicity is 1.

Each line ends with the Mulliken charge.
Element x y z (Å)
1 C 1.385 -0.228 0.041  0.20
2 N 1.222 -0.280 1.345  -0.43
3 S -0.183 -0.273 2.143  0.07
4 C -1.515 0.360 1.047  -0.02
5 N -1.716 0.928 -0.090  -0.37
6 S -0.632 1.054 -1.345  0.02
7 C 0.489 -0.296 -1.123  -0.67
8 H 2.488 -0.076 -0.234  0.28
9 H -2.556 0.445 1.576  0.28
10 H -0.104 -1.202 -1.283  0.35
11 H 1.122 -0.431 -2.078  0.29

Entry iii
ORCA calculation (ωB97M-V with the def2-TZVPD basis set) on an isolated molecule of C3H4N2S2.

The calculation puts the HOMO-LUMO gap at 7.895 eV. The spin multiplicity is 1.

Each line ends with the Mulliken charge.
Element x y z (Å)
1 C -1.691 0.686 1.139  -0.42
2 C -1.815 -1.019 -0.961  -0.06
3 C 0.342 -0.209 -0.372  -0.11
4 N -0.593 -0.790 -0.879  -0.04
5 N 2.774 0.731 0.265  -0.51
6 S -2.780 0.030 0.173  0.01
7 S 1.832 -0.809 0.195  0.03
8 H -2.275 1.435 1.544  0.26
9 H -2.388 -1.596 -1.693  0.34
10 H 3.281 0.857 -0.523  0.24
11 H 3.312 0.681 1.114  0.27

Entry iv
ORCA calculation (ωB97M-V with the def2-TZVPD basis set) on an isolated molecule of C3H4N2S2.

The calculation puts the HOMO-LUMO gap at 8.495 eV. The spin multiplicity is 1.

Each line ends with the Mulliken charge.
Element x y z (Å)
1 S 1.902 0.862 -2.415  -0.37
2 C 1.097 0.086 -1.129  0.10
3 N 0.119 -0.908 -1.109  -0.03
4 C -0.761 -0.965 0.069  -0.36
5 C -0.416 0.208 0.704  0.11
6 S -1.447 0.742 2.056  -0.25
7 N 0.763 0.724 0.026  -0.17
8 H -0.043 -1.578 -1.752  0.09
9 H -1.345 -1.782 0.304  0.46
10 H -0.766 0.902 3.195  0.15
11 H 0.897 1.709 0.050  0.28

Which of them is most stable? Easy: entry iv.

Entry i
ORCA calculation (ωB97M-V with the def2-TZVPD basis set) on a structure of composition C3H11N2OS.

The calculation puts the HOMO-LUMO gap at 7.094 eV. The spin multiplicity is 1. The net charge is -1.

Each line ends with the Mulliken charge.
Element x y z (Å)
1 N 1.146 -0.339 -1.894  -0.84
2 C 0.354 -0.309 -0.319  -0.30
3 C -1.091 -1.010 -0.513  -1.04
4 S -2.020 -1.420 0.927  -0.56
5 C -0.007 1.140 0.194  -0.63
6 N 0.068 2.236 -0.831  -0.70
7 H 0.245 -0.351 -2.363  0.32
8 H 1.375 0.105 -0.901  0.37
9 H 0.838 -1.016 0.356  0.58
10 H -1.512 -0.256 -1.209  0.29
11 H -0.820 -1.847 -1.173  0.35
12 H -1.015 1.128 0.601  0.32
13 H 0.682 1.431 0.988  0.31
14 H 0.297 1.751 -1.704  0.37
15 H 0.984 2.664 -0.699  0.29
16 H 0.379 -1.682 3.476  0.27
17 H -0.335 -1.240 2.245  0.18
18 O 0.431 -0.984 2.819  -0.59

Entry ii
ORCA calculation (ωB97M-V with the def2-TZVPD basis set) on a structure of composition C3H11N2OS.

The calculation puts the HOMO-LUMO gap at 7.138 eV. The spin multiplicity is 1. The net charge is -1.

Each line ends with the Mulliken charge.
Element x y z (Å)
1 N 0.882 -2.361 0.630  -0.73
2 C 0.346 -0.740 0.240  0.35
3 C 1.218 0.703 0.156  -0.64
4 S 0.524 2.158 -0.369  -0.53
5 C -0.677 -0.563 1.438  -0.60
6 N -1.688 -1.576 1.430  -0.65
7 H 1.847 -2.440 1.013  0.17
8 H 1.139 -1.436 -0.307  0.27
9 H -0.284 -0.674 -0.653  -0.16
10 H 1.663 0.902 1.170  0.22
11 H 2.078 0.394 -0.473  0.25
12 H -0.060 -0.521 2.347  0.23
13 H -1.171 0.409 1.310  0.38
14 H -1.234 -2.487 1.472  0.26
15 H -2.328 -1.494 2.261  0.22
16 H -0.604 1.012 -2.209  0.26
17 H -0.558 -0.465 -2.698  0.34
18 O -1.068 0.429 -2.843  -0.66

Which of them is most stable? Easy: entry i.